1.
59
Properties=species:S:1:pos:R:3:forces:R:3 method="wB97M-V/def2-TZVPD" multiplicity=1 gap_ev=8.139 mol_weight_da=598.336 relative_energy_kj_mol=7.05 e_tot_ha=-1704.56671 total_charge=0 e_homo_ev=-7.77
C 3.41372 -0.15080 -0.56282 0.029 -0.004 0.076
Au 0.40325 -0.04990 1.01337 -0.140 0.130 0.006
H -0.26706 2.26317 4.67851 0.017 -0.022 0.009
B 0.20600 -0.24335 -2.27889 0.052 -0.007 -0.128
H -2.67401 -3.46427 1.26640 -0.005 0.003 -0.012
N -0.64902 -1.72550 -0.41498 0.048 0.026 -0.074
C 2.78851 -0.29012 -2.67815 -0.059 -0.004 -0.055
H -1.40817 1.11494 2.82865 -0.021 0.038 -0.017
C -0.96783 0.87433 6.18506 -0.013 -0.005 0.014
C -1.09966 -2.49515 -2.44198 0.029 0.038 -0.069
H -0.10815 1.88867 -4.49433 0.010 0.007 0.009
H 0.96035 0.05640 5.58455 -0.005 -0.016 0.012
H -2.27903 2.70229 1.41936 -0.026 -0.003 -0.005
H -1.15846 -2.75171 1.84044 0.000 -0.001 -0.011
S -0.56438 -0.70094 4.02112 0.123 -0.108 -0.204
C -1.52279 3.00882 -1.72679 -0.026 -0.039 -0.011
N 1.70170 -0.23522 -1.88017 0.010 0.004 0.100
H -0.59500 3.23867 1.49735 0.002 -0.030 0.003
H -1.67203 -1.69555 -4.35535 -0.007 0.010 0.015
C -1.61496 -3.39812 -1.53507 0.017 0.018 -0.015
C -1.13251 -2.54417 -3.93331 -0.027 -0.052 -0.037
H 4.93616 -0.26241 -2.19357 0.018 0.000 0.000
H 3.44565 -0.00231 1.55593 -0.016 -0.004 -0.006
H -0.50831 1.41115 7.01513 0.016 0.023 -0.025
C 3.90842 -0.23822 -1.87297 -0.030 -0.006 -0.035
H -1.92519 0.48517 6.54034 -0.003 -0.002 0.001
C -0.07415 -0.26791 5.71493 0.069 0.024 0.109
H 4.80120 0.80965 0.75923 -0.001 0.003 -0.012
H -1.58461 2.85694 -4.43607 0.001 -0.009 -0.001
H -1.81983 4.25485 0.72819 0.012 -0.003 -0.015
C -1.21473 2.56762 -0.43539 0.053 0.001 0.140
H 2.18880 0.46039 -4.60225 -0.004 0.012 0.010
H -1.95753 2.50576 5.11368 -0.001 0.000 -0.006
C -1.19001 1.74877 4.95338 -0.023 0.014 -0.006
N -0.49110 1.05881 -1.80303 -0.068 0.047 0.123
H -2.02009 3.91962 -2.01354 -0.014 0.017 0.000
H -2.13851 -4.31203 -1.75968 -0.010 -0.017 0.001
H -1.18516 -4.40470 1.21811 0.001 -0.004 -0.016
N 2.09197 -0.15082 -0.58473 -0.024 0.000 -0.090
H -1.67227 1.09279 -4.40319 -0.006 -0.008 0.011
H 2.17892 -1.29320 -4.47872 -0.005 -0.011 0.010
H 0.14782 -0.26850 -3.47300 0.001 0.005 0.010
C 2.70784 -0.39290 -4.16488 0.057 0.001 -0.036
N -0.51998 -1.49471 -1.74470 -0.048 -0.010 0.148
C -1.30145 -2.86582 -0.27367 -0.012 -0.002 0.070
H -2.63034 0.45782 3.93238 -0.002 -0.005 0.044
C -1.10398 1.95620 -4.05646 -0.027 0.054 -0.038
O 0.70080 -0.45691 3.21531 -0.027 0.030 0.075
H -1.63260 -3.45812 -4.25106 0.001 0.008 -0.007
C -1.49146 3.22657 0.87482 -0.004 0.054 0.013
H -0.09185 -1.15762 6.34053 -0.046 0.005 0.014
N -0.59540 1.39837 -0.49212 0.090 -0.145 -0.080
C -1.59914 -3.40394 1.08590 -0.004 -0.016 0.030
H 3.71500 -0.42775 -4.57799 -0.008 -0.001 -0.002
C -1.04965 2.01908 -2.56635 0.066 -0.070 -0.058
C 4.15364 -0.06807 0.72926 0.019 0.006 0.043
H -0.12960 -2.53774 -4.36091 0.012 -0.004 0.013
C -1.59031 0.77897 3.84989 -0.045 0.038 -0.028
H 4.78061 -0.94734 0.88430 0.001 -0.008 -0.014



2.
16
Properties=species:S:1:pos:R:3:forces:R:3 method="wB97M-V/def2-TZVPD" multiplicity=1 gap_ev=9.922 mol_weight_da=86.134 smiles=C[C@H]1OC1(C)C relative_energy_kj_mol=356.46 e_tot_ha=-271.61685 total_charge=0 e_homo_ev=-8.85
C -2.14515 0.29512 -0.11092 -0.671 -1.661 1.087
C 0.78441 0.62452 1.27655 0.030 0.152 0.104
C -0.85113 -0.74545 -0.21481 -1.047 2.794 -2.242
H -2.16044 0.70473 0.89280 -0.488 -0.260 0.261
H 1.34088 1.53024 1.02168 -0.004 -0.020 0.119
C 0.47604 -0.13732 0.02035 0.569 0.488 0.016
H 1.32843 -1.04710 -1.72356 0.086 -0.046 0.314
H -0.12180 0.89884 1.82125 0.120 0.026 -0.104
H -2.24135 1.19765 -0.79317 0.783 -1.513 0.487
H -0.76735 -1.69354 -0.80383 -0.901 0.842 0.357
H 1.40486 0.00725 1.93497 -0.074 0.103 -0.073
H 2.27510 -1.35594 -0.23171 0.258 -0.178 0.060
H 2.28215 0.25102 -1.00218 -0.141 -0.302 0.146
C 1.66916 -0.63332 -0.76683 0.285 -0.497 0.310
H -2.96918 -0.34225 -0.35369 -1.150 -0.216 0.571
O -0.30464 0.44554 -0.96690 2.345 0.287 -1.412



3.
12
Properties=species:S:1:pos:R:3:forces:R:3 method="wB97M-V/def2-TZVPD" multiplicity=1 gap_ev=7.423 mol_weight_da=78.114 relative_energy_kj_mol=702.54 e_tot_ha=-231.95874 total_charge=0 e_homo_ev=-7.30
H 0.85387 -2.68743 -0.31578 -0.076 0.006 0.041
H -2.28310 0.49534 -0.21487 0.331 -0.224 -0.615
C 0.55434 -0.67838 0.20589 -0.236 -1.038 0.638
C 1.21701 0.22338 0.82817 -1.910 -0.132 -0.209
C 0.85472 1.52142 1.08935 -0.745 0.750 -0.375
C -0.35436 0.87728 0.52057 3.959 1.138 0.525
H 0.95301 2.05664 2.02586 -0.138 -0.117 -0.242
H 1.22958 -1.55777 -1.62275 -0.022 -0.019 -0.007
C -1.48052 1.20833 -0.07128 -1.125 -0.894 -0.301
C 0.54789 -1.75395 -0.78925 0.137 0.095 -0.480
H -1.64976 2.20694 -0.44366 -0.080 0.390 0.888
H -0.44269 -1.91179 -1.21226 -0.095 0.045 0.136



4.
13
Properties=species:S:1:pos:R:3:forces:R:3 method="wB97M-V/def2-TZVPD" multiplicity=1 gap_ev=10.197 mol_weight_da=98.898 smiles="C=CC(=O)NBO" relative_energy_kj_mol=127.03 e_tot_ha=-348.03790 total_charge=0 e_homo_ev=-9.71
H 0.89059 3.46008 -1.63471 0.295 0.439 -0.502
B 0.15705 2.00395 -0.78337 -0.350 -3.129 1.178
C -0.44192 -0.21282 0.33886 -0.427 0.181 0.119
O 1.16757 2.56565 -1.44435 0.646 0.697 -0.163
H 1.45712 0.31699 -0.54514 -2.779 0.395 1.445
H -1.39379 -2.32733 0.20626 -1.411 -0.822 -0.093
O -1.63405 0.04311 0.45412 0.967 -0.172 -0.230
N 0.46455 0.64982 -0.20150 2.507 2.033 -2.492
H -0.27774 -3.58388 1.06806 -0.500 1.439 0.505
H -0.92357 2.43502 -0.72195 -0.405 0.416 0.219
C -0.58643 -2.52068 0.87039 0.270 -2.700 -1.899
C 0.17888 -1.47060 0.82902 -0.231 1.114 2.136
H 0.94173 -1.35931 1.56429 1.417 0.109 -0.223



5.
31
Properties=species:S:1:pos:R:3:forces:R:3 method="wB97M-V/def2-TZVPD" multiplicity=1 gap_ev=8.038 mol_weight_da=225.244 smiles="CC1=C[C@@]2(O)OCCN(CCO)C2=CC1=O" relative_energy_kj_mol=1177.80 e_tot_ha=-783.45260 total_charge=0 e_homo_ev=-8.13
N -0.77240 0.83036 -1.25075 4.523 -12.846 1.313
O -0.26661 -1.99293 -1.20689 -3.065 1.317 -1.574
C 0.03015 -2.03287 3.53114 7.787 -1.493 -4.337
C 0.07961 0.20244 2.46440 -0.253 -4.282 -10.643
C 0.26711 -1.15832 -0.25114 1.477 1.098 -1.188
O 1.30433 2.80518 -1.45495 -4.602 0.048 3.024
C -0.16781 0.87410 1.18433 -0.150 -3.123 -1.307
H 2.08630 -1.73017 -0.29526 2.333 -3.739 1.495
H -0.09119 2.99906 -2.96170 0.709 -0.613 -6.409
H -0.82324 -2.11471 -3.15221 0.305 0.888 0.540
C 0.09593 -1.96647 0.88712 0.040 -0.256 7.649
C -0.12511 0.37138 -0.06576 -2.863 -3.718 -2.067
H 0.09375 -3.14476 3.54094 0.459 0.612 -0.724
H -1.07981 0.51391 -3.25533 1.334 7.049 -9.589
C -1.06326 -0.05291 -2.56604 3.069 -4.539 12.628
H -1.95130 -0.41952 -2.50266 -6.730 -0.911 1.157
C -1.22146 1.95411 -1.34490 3.834 14.799 4.747
H -1.28208 2.67620 -0.23091 -0.643 -2.746 -2.669
O 1.62335 -1.02330 -0.58143 -0.951 4.211 -1.618
C 0.13906 -1.26946 2.12288 -1.776 -5.290 1.796
H 0.05206 -3.16360 0.84893 0.236 3.121 -0.024
O 0.60847 0.69119 3.33389 2.518 3.483 7.615
H 0.70023 -1.15077 -2.73741 -1.324 -0.640 -0.217
H -0.76675 -1.90984 4.01295 -6.895 1.928 3.642
H 1.05287 2.80351 -0.39771 1.480 -0.029 -3.866
C -0.15751 2.97725 -2.00446 0.974 3.178 7.542
H -2.00936 2.09195 -1.85590 -6.324 0.892 -3.534
C -0.39985 -1.34540 -2.45397 5.494 -1.762 -2.896
H -0.47225 4.12376 -1.74178 0.566 -2.635 -0.411
H 0.86764 -1.64494 4.18135 -0.804 -0.421 -0.681
H -0.22073 1.82896 1.24567 -0.758 6.419 0.603



6.
18
Properties=species:S:1:pos:R:3:forces:R:3 method="wB97M-V/def2-TZVPD" multiplicity=1 gap_ev=5.662 mol_weight_da=112.152 relative_energy_kj_mol=700.41 e_tot_ha=-364.08047 total_charge=+1 e_homo_ev=-13.11
H 2.00127 -0.97596 0.16480 -0.161 0.302 -0.431
H 0.80647 0.86319 -1.87594 0.092 0.117 0.200
C 0.21510 -0.42124 1.20600 1.754 -0.335 -1.865
C -1.70125 -0.74228 -1.24757 -3.690 -3.488 5.964
H 2.48531 2.42998 -0.70149 -0.900 0.685 -0.371
C 1.00593 -0.59106 -0.09774 -0.607 0.228 2.111
H 0.50591 1.61036 -0.11228 -2.272 -1.288 -1.687
H -2.14515 -1.66098 -1.69134 1.019 0.460 -0.183
C 1.02802 0.75939 -0.81920 -0.118 0.927 2.051
H 0.74473 -0.53153 2.16585 -0.365 0.826 -0.415
C -1.12810 -0.29636 1.18018 -0.929 0.955 1.599
C 1.87695 1.72012 -0.13337 5.611 -0.861 3.137
H -2.44892 -1.74186 0.59612 0.214 -0.128 -0.155
H 0.43651 -1.37784 -0.58576 -0.059 -0.107 -1.037
H -2.41215 0.06207 -1.41348 1.560 1.787 -0.613
H -1.59225 0.22958 2.02154 -0.422 -1.203 0.113
N -1.89629 -0.96160 0.24188 1.028 1.249 -5.028
O 2.21789 1.62601 1.10179 -1.756 -0.125 -3.389



7.
15
Properties=species:S:1:pos:R:3:forces:R:3 method="wB97M-V/def2-TZVPD" multiplicity=1 gap_ev="6.409 / 6.387" mol_weight_da=176.167 relative_energy_kj_mol=375.04 e_tot_ha=-958.34680 total_charge=+1 e_homo_ev="-14.55 / -14.53"
H 0.49015 -1.20154 -1.70298 0.284 -0.091 0.303
C 2.49353 -0.65528 -0.95419 0.368 0.579 -0.703
H 3.08479 -1.04123 -1.83054 -0.569 0.262 1.070
C -1.96528 -0.54628 1.66850 -2.009 0.614 -3.929
F -0.74193 -2.41184 -1.04472 -0.879 1.993 1.316
C 0.43973 -0.25305 0.21966 1.659 -0.006 0.253
H -1.63125 -1.40949 2.18199 0.656 -0.717 0.747
N 1.24051 0.39967 1.14703 1.953 -0.827 -1.234
C 3.27377 0.02457 0.03757 1.794 -2.028 -1.838
S -1.32891 -0.41285 0.11988 0.938 -0.756 0.582
C 2.46948 0.41292 1.02408 -5.382 0.091 0.793
O -1.67096 0.50836 -0.93652 -0.677 -0.744 0.888
H -3.08979 -0.50406 1.46597 1.257 0.255 0.931
C 1.10486 -0.74856 -0.91570 0.805 0.708 0.620
F 4.57008 -0.07804 -0.01228 -0.198 0.666 0.202



8.
14
Properties=species:S:1:pos:R:3:forces:R:3 method="wB97M-V/def2-TZVPD" multiplicity=1 gap_ev="7.927 / 7.926" mol_weight_da=102.136 smiles="C#C[C@@H]1C2=C1CC=C2" relative_energy_kj_mol=390.26 e_tot_ha=-308.15004 total_charge=0 e_homo_ev="-8.40 / -8.40"
C -2.97063 0.42707 0.75168 -0.629 -0.908 -0.145
C 1.50264 -0.11450 0.41982 1.264 1.939 1.655
H 0.79552 1.56838 -0.71094 -0.590 1.402 0.354
H -1.86999 -1.54783 -1.53380 0.887 0.414 -0.054
C 0.74600 -1.15399 0.77810 0.602 -0.504 -1.707
H 1.86629 0.61061 -1.61031 0.601 0.077 0.026
C -1.26504 -0.98231 -0.79583 -4.153 -0.224 -0.670
H 2.22503 0.41246 1.03687 0.269 -0.461 0.243
C 0.03946 -0.28796 -1.42062 -1.186 -4.634 3.168
C 1.10303 0.57134 -0.83740 -0.432 -2.457 -0.280
C -2.33986 -0.37106 0.09927 2.139 0.761 -0.470
C -0.03903 -1.48448 -0.36145 0.471 4.442 -3.715
H -3.78296 0.87359 1.27809 0.230 0.282 0.070
H 0.74580 -1.86971 1.54579 0.526 -0.127 1.525